{
  "formula": "C13H15Cl5O3PdS4",
  "method": "ωB97M-V with the def2-TZVPD basis set",
  "elements": ["Pd", "C", "C", "S", "C", "C", "S", "C", "C", "S", "H", "H", "H", "H", "H", "H", "H", "H", "H", "H", "H", "H", "C", "S", "O", "O", "O", "H", "H", "H", "Cl", "C", "C", "C", "Cl", "C", "Cl", "C", "Cl", "C", "Cl"],
  "coordinates": [[0.6978, -1.1168, 0.9937], [-0.2112, 1.9745, -3.8588], [-1.4514, 1.7690, -3.0077], [-1.2346, 0.8660, -1.4579], [-0.0598, 1.8897, -0.5640], [1.4156, 1.6197, -0.8090], [2.0158, -0.0981, -0.7337], [1.5953, -0.8164, -2.3532], [1.9136, 0.0521, -3.5775], [0.4988, 0.4977, -4.6260], [0.5692, 2.5084, -3.3171], [-0.4936, 2.6182, -4.6943], [-2.1906, 1.1862, -3.5593], [-1.9002, 2.7385, -2.7808], [-0.2736, 1.7156, 0.4904], [-0.2899, 2.9367, -0.7749], [1.9849, 2.1028, -0.0129], [1.7613, 2.0507, -1.7454], [0.5601, -1.1006, -2.3631], [2.1921, -1.7281, -2.3654], [2.5543, -0.5118, -4.2547], [2.4721, 0.9537, -3.3307], [-4.6731, -0.8655, 1.6005], [-1.0124, -3.1460, -0.5332], [-1.0091, -4.3987, -1.6072], [0.3035, -2.8646, 0.0180], [-1.0663, -3.0177, -2.1475], [-3.9277, -2.7241, 2.8242], [-4.9414, -1.0707, 2.6677], [-2.4687, -0.4811, 0.9511], [-2.8840, -1.3821, 1.7203], [0.0972, -1.0290, 2.9159], [0.7618, 0.0044, 2.5432], [1.4941, 0.7926, 3.3810], [2.4049, 2.1389, 2.7831], [1.4819, 0.4653, 4.7416], [2.3592, 1.4302, 5.8628], [0.7923, -0.6303, 5.1629], [0.8045, -1.0735, 6.8288], [0.1057, -1.4025, 4.2343], [-0.7484, -2.8535, 4.7548]],
  "de_lowest_kcal_mol": 325.22,
  "total_charge": 0,
  "e_homo_ev": [-7.80, -8.63],
  "energy_ha": -4751.14508,
  "molar_mass_g_mol": 631.2,
  "lumo_energy_ev": [-1.254, -1.335],
  "multiplicity": 3,
  "s_squared": 2.01
}